# C5H4BrN3OPS

An isolated ion of composition C5H4BrN3OPS and charge +1 at a distorted geometry (wB97M-V/def2-TZVPD, the Open Molecules 2025 dataset).

E_tot, Ha: -3745.4362
Kohn-Sham gap, eV: 6.65
Net charge: +1

Each line ends with the Mulliken charge.
CARTESIAN COORDINATES (ANGSTROEM)
1 Br 2.371 -2.779 -0.771  -0.12
2 S -1.879 -3.732 -0.695  0.01
3 P 2.354 -0.510 -0.794  0.43
4 O 3.441 -0.033 0.513  -0.47
5 N -0.232 -1.889 1.226  -0.38
6 N -2.109 1.734 0.288  -0.53
7 N -1.150 2.266 -0.521  0.18
8 C -1.862 0.380 0.853  -0.05
9 C -0.985 -2.752 0.422  0.30
10 C -0.477 -0.528 0.613  0.45
11 C 0.646 0.230 -0.367  -0.15
12 C 0.199 1.735 -0.945  -0.12
13 H 2.804 0.398 1.184  0.35
14 H 0.933 2.356 -1.642  0.39
15 H -2.674 -0.101 1.567  0.39
16 H -1.381 3.224 -0.931  0.31


# C5H4Cl2F2N2

A 2-piece molecular cluster, C5H4Cl2F2N2 overall at a distorted geometry (wB97M-V/def2-TZVPD, the Open Molecules 2025 dataset).

E_tot, Ha: -1422.4765
Kohn-Sham gap, eV: 9.78
SMILES: FC(F)=C(Cl)Cl.c1cn[nH]c1
Energy relative to the best compared isomer or geometry (same formula, charge and spin), kcal per mole: 0.0

Each line ends with the Mulliken charge.
CARTESIAN COORDINATES (ANGSTROEM)
1 Cl -4.054 0.347 -2.142  -0.15
2 Cl -3.753 -1.904 -0.294  -0.16
3 F -3.875 0.317 1.800  -0.22
4 F -4.195 1.959 0.438  -0.22
5 N -0.750 -0.879 0.381  0.03
6 N -1.256 0.267 -0.048  -0.18
7 C -0.281 1.152 -0.031  -0.23
8 C 0.570 -0.740 0.722  -0.28
9 C -3.960 0.646 0.531  0.33
10 C 0.920 0.569 0.395  -0.51
11 C -3.992 -0.222 -0.485  0.44
12 H 1.832 1.093 0.445  0.39
13 H -1.533 -1.501 0.619  0.16
14 H 1.257 -1.653 0.947  0.31
15 H -0.439 2.290 -0.113  0.31


# C5H4Cl3N

A single C5H4Cl3N molecule at a distorted geometry (wB97M-V/def2-TZVPD, the Open Molecules 2025 dataset).

E_tot, Ha: -1628.1681
Kohn-Sham gap, eV: 9.54
SMILES: Cl/C=N/C=C\C=C(Cl)Cl
Energy relative to the best compared isomer or geometry (same formula, charge and spin), kcal per mole: 28.3

Each line ends with the Mulliken charge.
CARTESIAN COORDINATES (ANGSTROEM)
1 Cl -0.938 1.126 -2.367  -0.12
2 Cl -1.014 3.078 -0.299  -0.18
3 Cl 3.220 0.787 0.555  -0.17
4 N 1.368 -1.028 0.536  -0.42
5 C -0.991 -1.006 0.251  -0.32
6 C -1.059 0.453 0.339  -0.43
7 C 1.763 0.013 0.001  0.20
8 C 0.172 -1.709 0.341  -0.05
9 C -0.881 1.362 -0.642  0.37
10 H 1.502 0.441 -0.991  0.23
11 H 0.348 -2.870 0.519  0.32
12 H -2.035 -1.502 0.417  0.26
13 H -1.454 0.856 1.338  0.31


# C5H4Cl4O3

A single C5H4Cl4O3 molecule at a distorted geometry (wB97M-V/def2-TZVPD, the Open Molecules 2025 dataset).

E_tot, Ha: -2259.3700
Kohn-Sham gap, eV: 9.74
SMILES: O=C1C(Cl)(Cl)C[C@@]1(Cl)C(O)(O)Cl
Energy relative to the best compared isomer or geometry (same formula, charge and spin), kcal per mole: 0.0

Each line ends with the Mulliken charge.
CARTESIAN COORDINATES (ANGSTROEM)
1 Cl 2.332 -0.291 -1.243  -0.22
2 Cl -3.010 -0.992 -0.948  -0.13
3 Cl -2.993 1.805 -0.155  -0.17
4 Cl -0.050 -2.126 -0.337  -0.11
5 O 2.255 -0.728 1.338  -0.49
6 O -1.558 -0.570 2.029  -0.48
7 O 1.641 1.251 0.653  -0.53
8 C -0.672 0.428 -1.122  -1.06
9 C -2.043 0.324 -0.341  0.75
10 C 1.569 -0.104 0.421  0.68
11 C 0.025 -0.363 0.080  0.40
12 C -1.262 -0.211 0.939  -0.09
13 H -0.446 1.530 -1.140  0.30
14 H 2.482 1.677 0.639  0.36
15 H 2.256 -1.729 1.318  0.40
16 H -0.528 0.098 -2.131  0.39


# C5H4ClIN2O2S

A single C5H4ClIN2O2S molecule at a distorted geometry (wB97M-V/def2-TZVPD, the Open Molecules 2025 dataset).

E_tot, Ha: -1608.8926
Kohn-Sham gap, eV: 8.63
Energy relative to the best compared isomer or geometry (same formula, charge and spin), kcal per mole: 0.0

Each line ends with the Mulliken charge.
CARTESIAN COORDINATES (ANGSTROEM)
1 I 3.678 0.898 0.181  0.06
2 Cl -3.329 -0.347 0.953  -0.17
3 S -1.758 1.961 -0.363  0.45
4 O -2.270 1.554 -1.614  -0.50
5 O -0.537 3.081 -0.596  -0.44
6 N 0.403 -1.948 0.667  -0.55
7 N 0.467 0.339 -0.025  -0.26
8 C -0.739 0.544 0.124  0.46
9 C 1.046 -0.880 0.251  0.55
10 C -0.938 -1.812 0.896  -0.12
11 C 2.489 -0.923 -0.255  -1.14
12 C -1.727 -0.715 0.741  0.00
13 H 2.564 -1.009 -1.393  0.34
14 H 2.885 -1.735 0.257  0.49
15 H -0.944 3.722 -1.135  0.35
16 H -1.289 -2.731 1.312  0.48